Entry from the OMol25 dataset: a cluster of 2 separate species, C37H34N4O3S in total in a non-equilibrium geometry (ωB97M-V with the def2-TZVPD basis set).

Last column: Löwdin charge in e.
Geometry (Å):
C  -3.327  1.439  3.109  -0.1110
C  -2.642  0.219  2.982  -0.1113
C  -1.274  0.196  2.664  -0.0587
C  -0.577  1.420  2.465  -0.2637
C  0.861  1.464  2.302  -0.3299
C  1.616  0.287  2.403  -0.3349
N  2.314  -0.665  2.448  0.1318
S  1.664  3.042  2.735  0.7129
C  3.278  2.582  3.383  -0.2817
C  3.358  2.032  4.669  -0.0571
C  4.587  1.562  5.137  -0.0664
C  5.733  1.676  4.327  -0.0704
C  5.654  2.287  3.061  -0.0769
C  4.436  2.822  2.633  -0.0834
O  1.889  3.761  1.495  -0.3334
O  0.991  3.669  3.848  -0.3087
C  -1.312  2.631  2.462  -0.0605
C  -2.637  2.641  2.894  -0.0828
H  -4.382  1.458  3.400  0.0951
H  -3.173  -0.723  3.145  0.0941
H  -0.711  -0.752  2.606  0.1064
H  2.461  1.963  5.290  0.1232
H  4.635  1.102  6.131  0.1090
H  6.700  1.306  4.685  0.1039
H  6.530  2.348  2.398  0.1044
H  4.374  3.369  1.692  0.1068
H  -0.855  3.557  2.105  0.1044
H  -3.140  3.598  3.048  0.1047
C  -2.747  -2.130  -5.094  -0.0052
N  -2.433  -1.689  -3.754  -0.0358
C  -3.253  -2.015  -2.704  -0.3629
O  -4.309  -2.634  -2.785  0.0961
C  -2.639  -1.424  -1.430  -0.1573
C  -2.375  -2.471  -0.336  -0.0710
C  -3.665  -3.056  0.196  -0.2323
C  -3.945  -4.418  0.045  -0.0400
C  -5.184  -4.919  0.447  -0.0737
C  -6.126  -4.064  1.033  -0.0828
C  -5.833  -2.707  1.206  -0.0703
C  -4.602  -2.200  0.786  -0.0470
N  -1.431  -0.792  -1.942  0.0508
C  -0.714  0.006  -1.131  0.0368
C  0.602  0.354  -1.364  -0.0532
C  1.356  1.228  -0.608  0.0610
C  2.714  1.483  -1.047  -0.1704
C  3.841  1.330  -0.202  0.0100
C  5.126  1.541  -0.691  -0.0033
C  5.330  1.865  -2.043  -0.2205
C  6.660  2.136  -2.515  -0.1696
N  7.748  2.388  -2.874  0.1560
C  4.228  1.948  -2.911  -0.0189
C  2.950  1.751  -2.420  -0.0174
C  -1.151  -1.108  -3.373  -0.4408
C  -0.019  -2.148  -3.527  0.0135
C  -0.806  0.134  -4.196  0.0096
H  -3.775  -2.494  -5.110  0.0981
H  -2.652  -1.293  -5.790  0.0928
H  -2.081  -2.935  -5.425  0.0981
H  -3.337  -0.653  -1.038  0.1724
H  -1.733  -3.266  -0.757  0.1303
H  -1.810  -1.974  0.470  0.1161
H  -3.188  -5.064  -0.411  0.1156
H  -5.414  -5.972  0.282  0.1046
H  -7.083  -4.460  1.374  0.1023
H  -6.563  -2.027  1.648  0.1060
H  -4.355  -1.138  0.897  0.1051
H  -1.198  0.338  -0.208  0.1525
H  1.097  -0.113  -2.218  0.0951
H  0.920  1.810  0.198  0.0902
H  3.692  0.998  0.828  0.0971
H  5.994  1.469  -0.027  0.1228
H  4.379  2.165  -3.973  0.1255
H  2.087  1.821  -3.094  0.1132
H  -0.362  -3.149  -3.232  0.0988
H  0.302  -2.186  -4.578  0.0925
H  0.852  -1.891  -2.914  0.0804
H  -1.688  0.771  -4.322  0.1053
H  -0.032  0.723  -3.700  0.0625
H  -0.426  -0.160  -5.181  0.0956

Force components x, y, z for each atom (eV/Å):
C 0.279 -0.119 0.273
C 0.212 0.246 -0.328
C -0.178 0.329 0.081
C -0.355 0.005 -0.032
C 0.485 0.576 0.660
C 1.602 -1.194 0.117
N -1.378 1.601 -0.200
S 0.555 -1.483 0.220
C 0.315 0.243 0.142
C 0.077 -0.226 -0.271
C 0.165 0.269 -0.291
C -0.229 0.035 -0.226
C -0.103 0.057 0.559
C -0.196 -0.608 -0.117
O -0.167 0.230 0.132
O -0.213 0.194 -0.406
C -0.478 -0.284 0.024
C -0.015 -0.316 -0.414
H 0.414 -0.050 -0.058
H 0.170 0.282 -0.039
H -0.369 0.529 0.186
H 0.267 -0.079 -0.309
H 0.106 0.240 -0.458
H -0.424 0.043 -0.149
H -0.344 0.128 0.542
H -0.129 -0.255 0.188
H -0.059 -0.301 0.505
H 0.042 -0.273 -0.252
C 0.303 0.097 -0.333
N -0.427 -0.114 0.567
C -1.025 -0.391 -0.134
O 1.428 0.808 0.112
C -1.063 0.157 -0.243
C 0.339 -0.146 -0.018
C -0.021 0.036 -0.031
C -0.133 0.346 0.010
C 0.036 0.226 0.089
C 0.241 0.002 -0.033
C 0.209 0.001 -0.109
C -0.084 -0.361 -0.080
N 0.856 1.237 1.221
C -1.262 -1.020 -0.604
C 1.542 0.609 -0.337
C -1.169 -0.084 -1.053
C 1.701 -0.301 -0.453
C -0.627 0.120 -0.049
C 0.080 0.068 -0.166
C -0.613 -0.047 0.303
C 2.562 0.617 -0.845
N -2.631 -0.656 0.826
C 0.269 0.051 -0.066
C -0.463 -0.085 0.376
C 0.483 -0.546 -0.172
C 0.007 -0.208 0.043
C -0.306 0.261 0.039
H 0.149 0.065 0.135
H -0.045 -0.086 0.004
H -0.085 0.056 0.071
H 0.400 -0.389 -0.249
H -0.186 0.254 0.210
H -0.132 -0.152 -0.195
H -0.374 0.159 0.133
H 0.022 0.286 0.155
H 0.221 0.113 -0.163
H 0.164 -0.284 -0.068
H -0.212 -0.380 0.061
H -0.027 -0.249 -0.067
H -0.047 0.131 0.465
H 0.165 -0.192 0.183
H 0.068 0.213 -0.324
H -0.418 -0.067 -0.244
H -0.016 -0.039 0.442
H 0.453 0.070 0.253
H 0.068 0.277 0.002
H -0.109 -0.057 0.360
H -0.182 -0.106 -0.206
H 0.125 -0.092 0.038
H -0.113 -0.092 -0.183
H -0.178 0.066 0.247

Results
largest force on an atom	2.83	eV Å⁻¹
HOMO-LUMO gap	4.500	eV
M	614.771	g mol⁻¹
E	-61855.6728	eV